1.
This record from the Open Molecules 2025 dataset describes C47H58AsN10O2PtS2Se as an isolated structure. The level of theory is ωB97M-V/def2-TZVPD.

Properties
ΔE to the lowest compared entry with this formula, charge and spin   70.07 kJ/mol
HOMO energy   -9.171 eV
Gap between HOMO and LUMO   6.7 eV
M   1208.1 g/mol

The geometry in ORCA input format:
```
! RIJCOSX wB97M-V def2-TZVPD def2/J DEFGRID3
* xyz 1 1
H -0.7803 3.6513 4.5910
H 5.1283 0.6592 2.6120
H 7.8139 -1.7583 -3.0852
H -3.3985 2.7415 2.3363
C 1.9639 0.1380 1.5100
C -3.8321 3.6992 2.0763
H -4.4456 5.7880 0.6928
H 3.1052 -2.8540 1.6974
H 3.7255 -4.4833 -0.1190
C 3.0093 0.8772 -1.4396
C -0.2472 -5.6059 -0.3810
H 0.3715 -8.0347 1.7248
N -1.5277 -0.1736 -4.7267
C 0.6589 1.2764 5.5693
H 2.8302 -4.4160 -1.6297
C -0.4448 -7.4046 1.3708
N -1.0955 0.6885 4.0886
H 4.1143 2.7802 3.3957
C -2.3955 -1.2279 -4.2260
C 1.2530 0.0669 5.2763
H 2.1967 -0.2187 5.7295
C -3.3596 5.7025 0.7490
H 1.0051 4.4625 0.3648
H -0.7018 -4.7459 -2.7404
C 4.2344 -2.7813 -1.3592
Pt -0.8752 -0.7562 0.6792
C 4.0803 0.8601 2.4317
H -5.3992 -1.5655 -1.5564
C 0.0731 -6.0812 0.8836
H 0.3853 2.8934 -0.1642
C 3.5160 2.0484 2.8689
H -0.7683 6.0450 -1.4524
N -2.9052 -0.6574 0.4911
N -1.0328 4.4257 -0.1925
H -0.8680 -6.2082 -1.0327
C -1.0802 -0.0485 -6.0180
C 1.3993 1.3445 1.9463
C -0.2835 1.0437 -6.0571
H -2.1050 -1.4548 -3.2060
H -1.1318 -7.2607 2.2063
N 1.1571 -0.7512 0.7978
H -7.4289 -0.2797 2.0020
N 0.7182 -0.8069 4.4263
H 2.4829 0.9586 -2.3929
H 1.1106 1.9746 6.2607
C -4.9666 0.2519 1.2418
H -3.0326 0.5007 2.1847
C -5.6417 -0.3296 0.1765
H 4.5277 -4.8763 -1.6345
C -7.1078 -0.1357 -0.0201
H -4.8640 3.5716 1.7412
C -0.4336 -0.4533 3.8631
H 0.2603 1.4892 -6.8713
C -4.9062 -1.0928 -0.7227
N -0.2462 1.5600 -4.7831
O 0.8554 -0.9335 -3.1182
H 1.0823 2.4582 -3.4514
H 2.2698 0.8982 -0.6412
C 1.3678 -4.0650 1.2805
C 0.4826 -0.9762 -1.9564
H 1.2585 2.9359 -5.1534
H -3.8394 4.3346 2.9667
H 3.7929 -1.0003 1.4273
C -1.2413 5.8325 -0.4911
C -3.5528 -1.2357 -0.5264
C 3.7979 -4.2132 -1.1744
H 5.5660 0.7932 -1.9925
C -3.6006 0.0702 1.3702
C 0.8841 -5.2975 1.6943
H -5.4779 0.8781 1.9578
S -1.1998 -1.6321 2.7812
C 0.5492 2.7088 -4.3635
H 3.6457 1.7538 -1.3218
C 7.5083 -1.0824 -2.2862
C 0.2047 -4.3751 -0.8406
H -0.9746 -7.9387 0.5840
Se -1.2914 1.1379 -2.1277
C -2.7207 6.1391 -0.5497
N -3.0345 4.3151 1.0340
H -3.1738 5.5954 -1.3820
C -1.2630 2.8531 5.1607
C -0.1994 -3.9322 -2.2225
H -0.7445 6.4649 0.2575
H 6.2070 -3.4174 -1.8551
C 6.0623 -1.2841 -1.9340
C 2.2363 -3.2704 2.2144
C -1.8734 3.7077 0.6305
H -8.8159 0.0848 1.0364
N -7.8161 -0.0118 1.1132
C 2.1676 2.2774 2.6203
C 3.8605 -0.3680 -1.4560
H -2.2944 2.7664 4.8291
H 1.6770 -2.4488 2.6662
C 3.3186 -0.0884 1.7624
H 8.1436 -1.2890 -1.4233
C 1.0150 -3.6101 0.0030
O -1.5911 2.5520 0.9530
C 3.3910 -1.6690 -1.1961
H 0.3552 1.5442 1.7430
H 1.1522 -5.6532 2.6829
H -0.0884 3.5725 -4.1871
H 0.6793 4.1777 -1.3552
H -3.4354 -0.9075 -4.2569
H -3.0272 6.3456 1.5737
C -1.0028 0.8027 -3.9788
H 7.6994 -0.0598 -2.6074
H -2.8838 7.2043 -0.7110
H 0.6515 -3.6165 -2.8302
H -1.3544 -0.7481 -6.7874
H -0.8915 -3.0913 -2.1618
C 5.5549 -2.5597 -1.7268
H 1.7048 3.2006 2.9512
C 5.1955 -0.2098 -1.8082
C -0.5447 1.5568 4.9341
C 0.3342 3.9616 -0.3413
H -2.9465 -1.8368 -1.1870
As 1.6016 -1.8498 -0.5028
N -0.5477 -0.3721 -1.3698
S -7.7727 -0.0331 -1.5161
H -2.2576 -2.1135 -4.8402
H -1.2404 3.1361 6.2125
H 2.6092 -3.9057 3.0165
*
```


2.
This record from the Open Molecules 2025 dataset describes C47H58LaN3O2PS2 as an isolated structure in a non-equilibrium geometry. The level of theory is ωB97M-V/def2-TZVPD.

Properties
ΔE to the lowest compared entry with this formula, charge and spin   0.00 kJ/mol
HOMO energy   -5.081 eV
Gap between HOMO and LUMO   7.0 eV
M   931.0 g/mol

The geometry in ORCA input format:
```
! RIJCOSX wB97M-V def2-TZVPD def2/J DEFGRID3
* xyz -1 1
C 6.6390 -3.2603 2.1627
C -0.6160 0.6275 5.8201
C 2.3157 3.2215 1.8255
C -2.8695 -2.4610 2.8916
C 7.3250 -3.5624 0.9913
O -4.1385 -0.4702 -3.0077
H 7.1381 -3.3520 3.1211
H -3.0405 3.5370 -1.0201
C -2.3617 -2.8481 0.4519
H -2.6914 -2.2981 -2.1361
H 0.2386 5.0689 -2.0244
C 0.3062 -0.7811 4.0921
C -1.9651 -2.9965 1.7926
H 1.4534 -5.7053 0.5325
C -1.8477 5.7587 0.5580
H 4.1870 3.3154 -3.4582
N -1.0440 2.3499 2.6388
S -4.9401 0.8854 -0.5949
H -2.4938 6.5453 0.9369
N -0.6868 2.2973 1.4723
H 4.8400 -2.9187 -1.2368
C 4.6531 -2.7067 0.8869
H -4.7580 3.8017 -1.3257
H 0.8505 -1.6882 3.8348
N 2.5470 1.7810 1.7768
H 3.2163 3.7439 2.1787
H -2.1357 3.1574 -4.6805
C -0.2358 3.7294 -0.4211
C -0.7236 1.2485 3.4991
C 5.3505 -3.0223 -0.2864
H 0.3936 2.9343 -0.8015
C 3.6027 1.4897 0.7924
C 0.0625 -0.5265 5.4393
H 3.0979 0.2089 3.0563
C -0.7801 -3.6922 2.0901
H 0.6923 -3.9840 3.6512
H -1.1848 6.9016 -1.1430
C -3.7518 -2.3630 0.1082
H -3.9174 -1.8534 -4.4431
C -1.0012 1.5265 4.8380
C -1.7584 4.5573 1.2435
S -1.7353 0.6656 -1.6626
H -0.8243 0.8271 6.8634
C -1.8696 -3.0035 -2.0304
C 1.6840 1.2573 -2.4336
H 0.3970 -1.2284 6.1966
C -1.1169 5.9593 -0.6116
C -2.5649 -0.2942 -4.9795
C 1.2280 -5.0393 1.3659
C 0.0402 -4.1550 1.0524
H 2.1261 -4.4429 1.5699
C 5.3159 -2.8380 2.1127
C -2.2148 3.6004 -3.6819
H -4.2090 -3.0206 -0.6382
P -3.6924 0.7709 -2.0840
H 1.7320 -4.3026 -0.9859
H -4.9773 -0.5520 -6.2635
H 2.1660 1.5018 3.8239
H 0.4267 -5.0585 -1.9250
H 1.0299 -5.6671 2.2354
C 3.5843 2.6899 -2.8080
C -3.8976 -0.7673 -4.4133
H -3.6831 -3.1598 3.1207
H 3.8821 1.7686 3.4285
H -4.4108 -2.3471 0.9746
C -0.1203 0.0636 3.0622
H 1.4933 3.4480 2.5047
H -0.8264 -3.3335 4.2387
H 0.8048 0.7697 -2.8538
H -3.3229 -1.5138 2.5945
C 3.1558 1.7287 -0.6295
H -0.7202 -5.0327 3.7892
C 0.7280 -4.1555 -1.3788
C -0.3913 -4.0214 3.5192
H -2.4396 -0.7211 -5.9783
C 2.9483 1.2907 3.0947
C -3.7574 3.9740 -1.7203
H 4.7800 -2.5991 3.0234
C 3.9384 2.5182 -1.4711
C 2.1396 -1.8068 0.7617
H -6.0148 -0.6231 -4.8150
H 4.5050 2.0823 1.0142
C -1.4757 -3.1970 -0.5818
C 6.6731 -3.4447 -0.2329
O -3.8903 1.9359 -3.1791
H -2.1749 -3.9605 -2.4780
C -0.9298 3.5454 0.7628
H -1.4583 3.1423 -3.0375
H -2.3263 -2.2711 3.8138
H -1.7320 -0.6010 -4.3524
H 2.1714 2.1487 -4.3384
H -3.5675 5.0498 -1.7802
C 3.2944 -2.2273 0.8267
H -2.0183 4.6764 -3.7559
La 0.4129 -0.0625 0.5563
H 0.7943 -3.3458 -2.1061
H 8.3616 -3.8820 1.0313
C -0.3195 4.9375 -1.1019
H -2.3227 4.3869 2.1512
C 1.9884 1.0865 -1.0733
C -3.5985 3.3648 -3.1029
C -5.0725 -0.2392 -5.2171
H -5.0929 0.8512 -5.1688
H -2.5408 0.7960 -5.0549
C 2.4546 2.0424 -3.2947
H -4.3368 3.8082 -3.7611
H 2.0644 3.5973 0.8360
H -1.0402 -2.6197 -2.6249
H -1.4920 2.4614 5.0876
H 3.8611 0.4352 0.9081
H 7.1996 -3.6792 -1.1513
H -3.7551 -1.3567 -0.3087
C -0.2499 -3.8121 -0.2730
H 4.8338 3.0033 -1.0843
*
```


> Among the records above, which one has the highest M?

C47H58AsN10O2PtS2Se


> gap between HOMO and LUMO of number 1 (C47H58AsN10O2PtS2Se)?

6.7 eV